# 1
{"formula": "C45H91FN4O9", "method": "the ωB97M-V functional and the def2-TZVPD basis", "symbols": ["C", "C", "C", "C", "C", "C", "C", "C", "C", "N", "O", "H", "H", "H", "H", "H", "H", "H", "H", "H", "H", "H", "H", "H", "H", "H", "H", "H", "H", "H", "C", "C", "C", "C", "C", "C", "C", "C", "C", "N", "O", "H", "H", "H", "H", "H", "H", "H", "H", "H", "H", "H", "H", "H", "H", "H", "H", "H", "H", "H", "C", "C", "C", "C", "C", "C", "C", "C", "C", "N", "O", "H", "H", "H", "H", "H", "H", "H", "H", "H", "H", "H", "H", "H", "H", "H", "H", "H", "H", "H", "C", "C", "C", "C", "C", "C", "C", "C", "C", "N", "O", "H", "H", "H", "H", "H", "H", "H", "H", "H", "H", "H", "H", "H", "H", "H", "H", "H", "H", "H", "O", "C", "O", "C", "C", "F", "O", "H", "H", "H", "C", "C", "C", "O", "H", "H", "H", "H", "H", "H", "C", "C", "C", "O", "H", "H", "H", "H", "H", "H"], "xyz": [[7.9559, 2.2348, 2.7767], [8.5680, 2.7547, 1.4391], [8.4063, 4.2517, 1.4297], [10.0888, 2.3445, 1.4789], [10.8579, 2.3680, 0.2122], [10.1902, 1.4225, -0.7611], [8.6342, 1.7307, -1.0244], [8.4680, 2.8832, -2.0353], [8.0655, 0.4269, -1.7088], [7.9049, 2.0255, 0.2956], [6.5471, 2.2516, 0.1737], [8.0306, 1.1476, 2.7956], [8.5651, 2.4970, 3.6417], [6.9208, 2.5058, 2.9847], [8.8518, 4.7674, 0.5790], [7.3348, 4.4430, 1.3727], [8.8974, 4.6457, 2.3195], [10.7430, 2.9068, 2.1452], [10.2527, 1.3358, 1.8579], [10.9592, 3.3133, -0.3209], [11.8795, 2.0431, 0.4091], [10.2965, 0.4494, -0.2815], [10.7936, 1.4684, -1.6676], [9.0558, 3.7413, -1.7091], [7.4187, 3.1405, -2.1797], [8.8445, 2.6589, -3.0333], [6.9783, 0.4738, -1.7715], [8.2690, -0.5358, -1.2397], [8.4175, 0.3363, -2.7364], [6.1450, 1.4763, 0.5722], [-8.7234, 0.2168, 2.5739], [-8.7698, 1.1257, 1.3467], [-10.0096, 1.9743, 1.3825], [-7.5096, 2.0399, 1.6760], [-6.9679, 2.7824, 0.4943], [-6.7436, 1.7860, -0.6810], [-8.0223, 1.0150, -1.1214], [-9.0078, 2.0191, -1.8599], [-7.5392, -0.0210, -2.1718], [-8.6660, 0.3268, 0.0489], [-9.7126, -0.5242, -0.2176], [-8.3141, 0.5501, 3.5276], [-9.6614, -0.3234, 2.7025], [-7.9864, -0.5730, 2.4284], [-10.7994, 1.4232, 1.8931], [-9.9025, 2.8387, 2.0378], [-10.3776, 2.2595, 0.3970], [-7.8837, 2.7868, 2.3761], [-6.7087, 1.6139, 2.2804], [-7.5747, 3.6334, 0.1850], [-5.9849, 3.2211, 0.6656], [-5.8340, 1.1874, -0.6332], [-6.4295, 2.5205, -1.4226], [-10.0179, 1.6219, -1.9594], [-8.6617, 2.3482, -2.8397], [-9.2515, 2.9165, -1.2911], [-7.0430, -0.8782, -1.7167], [-7.1190, 0.4026, -3.0840], [-8.4590, -0.4923, -2.5180], [-9.3594, -1.4100, -0.1073], [-2.0247, 8.2174, 6.9497], [-0.9124, 7.1164, 7.4229], [-0.2248, 7.6060, 8.7834], [-1.6194, 5.8250, 7.8137], [-2.0602, 4.9907, 6.5189], [-0.8892, 4.8716, 5.5495], [-0.0775, 6.1060, 5.2447], [1.2019, 5.6394, 4.5426], [-0.9359, 6.8847, 4.2104], [0.1706, 6.8429, 6.4868], [1.0246, 7.8456, 6.2827], [-2.6807, 7.7716, 6.2021], [-2.5812, 8.6440, 7.7842], [-1.4843, 9.0302, 6.4645], [-0.1100, 8.6883, 8.8421], [-0.8800, 7.3568, 9.6181], [0.7395, 7.1497, 9.0074], [-0.8952, 5.1646, 8.2907], [-2.4664, 5.9810, 8.4818], [-2.3785, 3.9816, 6.7805], [-2.9392, 5.3567, 5.9882], [-1.1273, 4.4605, 4.5685], [-0.2611, 4.1482, 6.0695], [1.8653, 6.3944, 4.1208], [0.9191, 4.8554, 3.8401], [1.8249, 5.1442, 5.2875], [-1.0062, 6.4730, 3.2036], [-0.4343, 7.8479, 4.1166], [-1.9341, 7.1498, 4.5586], [1.3606, 7.9042, 7.1801], [4.1571, -4.8067, -6.8112], [3.6408, -4.1328, -8.1032], [4.4271, -2.9163, -8.4147], [3.8818, -5.1072, -9.4081], [2.7932, -6.2335, -9.5601], [1.3930, -5.5593, -9.4874], [1.1417, -4.6822, -8.2029], [-0.0762, -3.8862, -8.5013], [0.8328, -5.7271, -7.0725], [2.2577, -3.6816, -7.9702], [1.9394, -2.8785, -6.8650], [4.2272, -3.9976, -6.0842], [3.6061, -5.6476, -6.3899], [5.1768, -5.1629, -6.9579], [4.1365, -2.4330, -9.3475], [4.2081, -2.1139, -7.7103], [5.5058, -3.0393, -8.3173], [4.0218, -4.6271, -10.3766], [4.8364, -5.5884, -9.1954], [2.9197, -6.8451, -10.4534], [2.7779, -6.9090, -8.7048], [0.5937, -6.2844, -9.6407], [1.3449, -4.8706, -10.3308], [-0.4343, -3.1302, -7.8025], [-0.9516, -4.5313, -8.5764], [-0.0188, -3.3773, -9.4635], [0.0010, -6.4313, -7.0896], [0.6750, -5.1361, -6.1704], [1.7455, -6.2484, -6.7838], [1.9450, -1.9964, -7.2438], [-1.9531, -9.0134, 0.4858], [-2.9501, -8.4699, -0.0777], [-2.9172, -7.3916, -0.8731], [-4.2584, -6.9781, -1.2105], [-4.9948, -8.2650, -0.9248], [-5.0624, -9.0050, -2.0857], [-4.1657, -8.9956, -0.0324], [-4.7945, -6.3296, -0.5176], [-4.3727, -6.6455, -2.2422], [-6.0211, -8.1408, -0.5792], [1.5091, -3.1261, -0.6580], [0.8044, -1.9974, 0.1395], [-0.6777, -2.0146, 0.2846], [1.4365, -1.1514, 0.6622], [2.2181, -2.6455, -1.3321], [0.8508, -3.6559, -1.3466], [1.9540, -3.9007, -0.0334], [-1.0859, -1.3487, 1.0449], [-0.8022, -3.0880, 0.4277], [-1.0439, -1.7533, -0.7083], [-3.5394, -7.0584, 6.0442], [-3.6540, -5.6913, 5.3546], [-2.3405, -4.8753, 5.1999], [-4.6644, -5.2295, 4.8344], [-4.4509, -7.2573, 6.6078], [-2.6983, -7.2314, 6.7156], [-3.4759, -7.8882, 5.3403], [-2.5834, -3.8189, 5.0857], [-1.5748, -5.4028, 4.6311], [-1.8813, -4.9932, 6.1814]], "lowdin_charge": [-0.05, -0.47, -0.04, -0.15, -0.23, -0.13, -0.41, -0.04, -0.05, -0.12, -0.01, 0.08, 0.08, 0.08, 0.08, 0.08, 0.09, 0.12, 0.12, 0.11, 0.12, 0.11, 0.12, 0.07, 0.08, 0.08, 0.07, 0.07, 0.07, 0.11, -0.06, -0.45, -0.03, -0.15, -0.19, -0.13, -0.45, -0.04, -0.05, -0.12, 0.00, 0.08, 0.08, 0.08, 0.08, 0.09, 0.07, 0.10, 0.11, 0.11, 0.11, 0.11, 0.11, 0.08, 0.08, 0.06, 0.08, 0.09, 0.07, 0.11, -0.01, -0.44, -0.03, -0.12, -0.16, -0.17, -0.51, -0.03, -0.03, -0.17, 0.01, 0.05, 0.07, 0.07, 0.08, 0.08, 0.08, 0.11, 0.12, 0.10, 0.10, 0.12, 0.12, 0.08, 0.09, 0.08, 0.09, 0.08, 0.06, 0.09, -0.02, -0.49, -0.07, -0.08, -0.16, -0.14, -0.47, -0.07, -0.03, -0.11, -0.01, 0.08, 0.07, 0.08, 0.09, 0.08, 0.09, 0.11, 0.10, 0.10, 0.09, 0.12, 0.10, 0.08, 0.09, 0.08, 0.09, 0.07, 0.05, 0.10, 0.09, -0.51, 0.09, -0.04, -0.29, 0.05, 0.15, 0.14, 0.15, 0.17, -0.02, -0.53, -0.02, 0.09, 0.08, 0.07, 0.08, 0.09, 0.08, 0.09, -0.03, -0.45, -0.03, 0.04, 0.08, 0.07, 0.08, 0.08, 0.08, 0.06], "spin_multiplicity": 1, "gap_ev": 7.822, "smiles": "CC1(C)CCCC(C)(C)N1O.CC1(C)CCCC(C)(C)N1O.CC1(C)CCCC(C)(C)N1O.CC1(C)CCCC(C)(C)N1O.O=C1OC[C@@H](F)O1.CC(C)=O.CC(C)=O", "charge": 0, "lumo_ev": 0.06, "e_above_lowest_kj_mol": 104.4}

***

# 2
{"formula": "C41H58Br2NO14PS", "method": "the ωB97M-V functional and the def2-TZVPD basis", "symbols": ["C", "C", "O", "P", "O", "C", "C", "C", "N", "C", "O", "C", "C", "C", "C", "C", "S", "C", "C", "C", "O", "C", "O", "C", "C", "C", "C", "Br", "C", "C", "Br", "C", "C", "C", "C", "O", "C", "C", "O", "O", "C", "C", "H", "H", "H", "H", "H", "H", "H", "H", "H", "H", "H", "H", "H", "H", "H", "H", "H", "H", "H", "H", "H", "H", "H", "H", "H", "H", "H", "H", "H", "H", "H", "H", "H", "H", "H", "H", "H", "H", "H", "H", "O", "C", "C", "C", "C", "O", "H", "H", "H", "H", "H", "H", "O", "C", "C", "C", "C", "O", "H", "H", "H", "H", "H", "H", "O", "C", "C", "C", "C", "O", "H", "H", "H", "H", "H", "H"], "xyz": [[-2.7019, 0.3862, -1.8010], [-3.1752, -0.4057, -0.4446], [-2.2006, -1.3831, 0.0755], [-3.0323, -2.7113, 0.8392], [-3.4251, -3.7259, -0.3455], [-1.9015, -3.7251, 2.0552], [-1.3460, -2.8090, 3.2967], [0.0474, -3.3353, 3.9815], [1.3052, -2.6615, 3.4818], [2.0158, -1.6983, 4.4141], [2.4342, -1.8761, 5.6928], [2.1574, -0.3720, 3.4620], [2.6101, 1.1738, 3.7605], [3.0203, 1.5694, 5.2971], [1.6763, 1.8087, 6.2136], [0.4942, 2.6844, 5.4919], [-0.9481, 1.6260, 4.8383], [2.6291, 2.3261, 2.5487], [3.1331, 3.8284, 3.0163], [4.8052, 3.8057, 3.0552], [5.2450, 3.9091, 1.6549], [6.6565, 3.5270, 1.4873], [7.5848, 4.5225, 1.5372], [7.2229, 2.0041, 1.2242], [6.7119, 0.8882, 2.3143], [2.1646, 1.9480, 0.9869], [2.1247, 3.0671, -0.2100], [0.4151, 4.1563, -0.3531], [3.1897, 3.3443, -1.2102], [4.6045, 2.5177, -1.1776], [2.9530, 4.7839, -2.6367], [1.6943, 0.3729, 0.6781], [1.1865, -0.1649, -0.7853], [2.5885, -0.1367, -1.8869], [3.0748, -1.7060, -2.4483], [3.8908, -0.8062, -1.3395], [1.7308, -0.7015, 1.9146], [1.3895, -2.3009, 2.0150], [1.2577, -3.1501, 0.9927], [-4.5091, -2.2634, 1.6550], [-4.2854, -1.2149, 2.6650], [-5.5716, -0.1598, 2.6634], [-3.6239, 1.0684, -2.1317], [-2.4985, -0.3247, -2.7266], [-1.7713, 1.1011, -1.5927], [-4.2165, -0.9116, -0.6483], [-3.3484, 0.4034, 0.3957], [-2.6067, -4.6022, 2.4481], [-1.0759, -4.2414, 1.4064], [-2.2087, -2.8185, 4.1229], [-1.2134, -1.7027, 2.9393], [-0.0410, -3.1118, 5.1501], [0.0930, -4.5171, 3.8822], [3.8102, 2.4333, 5.3496], [3.5605, 0.6090, 5.7548], [1.2470, 0.7538, 6.4893], [2.0348, 2.4111, 7.1757], [0.0926, 3.4529, 6.3102], [0.8375, 3.3368, 4.5833], [-1.7699, 2.5974, 4.1863], [2.8061, 4.1328, 4.0981], [2.7254, 4.6884, 2.2966], [5.1444, 2.8148, 3.5892], [5.1645, 4.7557, 3.6759], [8.4109, 2.0523, 1.3087], [6.9581, 1.5812, 0.1509], [5.5446, 0.9310, 2.4041], [6.9778, -0.2206, 1.9624], [7.1804, 1.1568, 3.3525], [4.7184, 1.7471, -2.0797], [5.4745, 3.3315, -1.2576], [4.7350, 1.9491, -0.1631], [0.3757, 0.5231, -1.2877], [0.8953, -1.2986, -0.8126], [2.6728, 0.8208, -2.6932], [3.1070, -2.5921, -1.6833], [3.7887, -1.5601, -3.3787], [-3.3267, -0.5819, 2.3439], [-4.0599, -1.6750, 3.7168], [-5.7540, 0.3245, 3.7172], [-6.5461, -0.7191, 2.3357], [-5.3110, 0.7061, 1.8963], [-2.9096, 1.4094, -4.4395], [-3.2062, 0.4568, -5.1415], [-2.4989, 0.0502, -6.3987], [-3.4912, -0.8941, -7.0289], [-4.2073, -1.4661, -5.8335], [-4.2146, -0.4205, -4.8627], [-1.5658, -0.4559, -6.1362], [-2.3048, 0.9139, -7.0388], [-3.0288, -1.6578, -7.6597], [-4.1969, -0.3261, -7.6473], [-3.6856, -2.3313, -5.4112], [-5.2351, -1.7541, -6.0729], [2.5347, -2.6354, -5.1101], [3.5189, -3.1365, -5.6282], [3.5035, -4.0693, -6.8013], [4.8901, -4.6597, -6.7544], [5.6991, -3.5529, -6.1304], [4.8041, -2.8878, -5.2402], [3.3378, -3.4917, -7.7150], [2.7360, -4.8378, -6.6839], [5.2670, -4.9696, -7.7326], [4.8933, -5.5376, -6.0968], [6.0559, -2.8300, -6.8716], [6.5561, -3.9393, -5.5710], [-9.4453, 2.2168, 2.8999], [-9.2365, 1.8404, 1.7585], [-10.2059, 1.9392, 0.6197], [-9.6006, 1.0009, -0.3935], [-8.1297, 1.0794, -0.0786], [-8.0571, 1.3031, 1.3287], [-10.2274, 2.9707, 0.2572], [-11.2038, 1.6137, 0.9221], [-9.8340, 1.2648, -1.4284], [-9.9647, -0.0180, -0.2137], [-7.6389, 1.9136, -0.5907], [-7.6082, 0.1518, -0.3319]], "lowdin_charge": [-0.09, -0.28, -0.29, 0.77, -0.40, -0.21, -0.21, -0.14, -0.03, -0.18, -0.03, 0.04, -0.04, -0.18, -0.23, -0.55, 0.57, -0.01, -0.12, -0.17, -0.13, -0.24, -0.03, -0.15, -0.13, -0.05, -0.59, 0.55, -0.62, -0.14, 0.57, 0.00, -0.07, -0.15, 0.01, -0.27, 0.05, -0.21, -0.01, -0.29, -0.29, -0.08, 0.10, 0.09, 0.08, 0.13, 0.11, 0.12, 0.10, 0.12, 0.11, 0.14, 0.14, 0.10, 0.13, 0.11, 0.13, 0.09, 0.06, -0.11, 0.10, 0.14, 0.11, 0.15, 0.13, 0.12, 0.06, 0.10, 0.09, 0.09, 0.10, 0.07, 0.10, 0.11, 0.16, 0.13, 0.09, 0.10, 0.11, 0.09, 0.09, 0.08, 0.08, -0.47, -0.08, -0.17, -0.17, 0.02, 0.14, 0.13, 0.12, 0.12, 0.13, 0.13, 0.09, -0.45, -0.08, -0.17, -0.17, 0.01, 0.14, 0.13, 0.12, 0.12, 0.13, 0.13, 0.10, -0.46, -0.09, -0.17, -0.17, 0.00, 0.14, 0.13, 0.12, 0.12, 0.13, 0.13], "spin_multiplicity": 1, "gap_ev": 7.158, "smiles": "CCOP(=O)(CCCN1C(=O)c2c(CCCS)c(CCOC(=O)CC)c(/C(Br)=C(\\C)Br)c(C[C@@H]3CO3)c2C1=O)OCC.O=C1CCCO1.O=C1CCCO1.O=C1CCCO1", "charge": 0, "lumo_ev": -1.51}